[1]
Formula: C48H88N16O4S
Source: the OMol25 dataset
Level of theory: the ωB97M-V functional and the def2-TZVPD basis

## Properties
E, Eh: -3454.918990
Net charge: +6
Strongest force on any atom, eV/Å: 1.9
M, g/mol: 985.41
Energy above the lowest of the compared OMol25 structures with the same formula, charge and spin, kcal/mol: 11.98

The geometry in XYZ format:
```
157
C48H88N16O4S | the OMol25 dataset | the ωB97M-V functional and the def2-TZVPD basis
H 1.549 -1.777 -4.386
N -4.743 0.500 0.261
C 1.965 -3.235 -0.097
H 2.679 -6.359 0.268
H -1.048 -7.093 -2.332
C -7.764 -2.863 1.769
C -3.781 1.421 -4.773
C -3.108 3.369 -3.420
H -1.711 0.513 -3.044
C 2.950 2.579 4.012
H -6.756 0.563 -0.481
N -2.353 3.626 -2.368
H 9.511 1.466 0.795
C -3.107 -2.690 3.544
H -2.581 0.503 4.229
N 0.517 -2.205 4.763
C -3.158 -2.184 -1.466
C 2.174 3.679 3.965
C 1.484 2.410 -4.954
H 10.186 2.426 -0.532
H 5.689 -1.056 -2.915
H -5.065 -2.276 5.503
H 10.215 0.614 -0.544
H -3.787 2.066 1.247
H -0.698 -0.370 7.158
H 1.424 -0.423 -6.536
N 1.045 -5.190 -0.459
H 0.695 -0.768 3.182
C 3.446 0.681 2.391
C -0.640 -6.137 -2.012
O 1.730 0.516 -0.434
O -0.385 -0.535 -1.129
C -1.721 2.462 -1.976
C -2.141 4.942 -1.754
H 0.805 4.828 1.045
N -2.976 2.087 -3.749
C -5.379 -1.015 -1.199
C 7.318 0.728 -0.815
C 4.069 -4.071 1.060
H 4.302 0.512 3.042
H 0.118 -2.984 6.726
H 3.945 -4.325 2.110
H -5.022 -3.229 1.414
N 2.826 -4.233 0.324
H 7.275 -0.171 -0.224
H 1.450 -3.092 3.126
C -2.414 -3.347 2.363
H 3.551 2.088 4.760
C 6.665 2.388 -2.090
C 4.962 0.567 -1.668
H -0.306 5.274 -2.888
N -0.107 -0.168 5.102
H 6.029 2.965 -2.737
C 0.182 -2.108 6.100
N -4.586 -2.605 3.442
H -2.082 -4.350 2.634
O 0.631 -1.012 1.061
H -7.652 -2.299 4.515
H 0.010 -3.331 -1.034
H -2.267 -1.764 -1.933
H 3.312 2.277 -8.985
C -5.818 0.032 -0.482
N -6.613 -2.758 2.690
H 0.696 -7.161 -0.622
H -7.528 -3.535 0.952
H 4.256 1.388 -1.798
H 0.142 1.835 4.515
H -1.044 2.329 -1.141
C -0.315 -0.863 6.280
H -4.668 1.000 -4.293
H -6.250 0.683 2.422
C 1.175 -3.364 4.144
C 1.753 2.228 -7.503
H 1.379 5.803 2.349
C -2.069 1.513 -2.876
H -0.916 3.810 2.823
C 4.930 -0.270 -2.950
H 3.967 -0.745 -3.097
H 2.063 -3.577 4.734
C -5.266 1.152 2.537
H 3.658 1.171 -7.659
C -0.547 4.818 2.661
C 2.093 2.703 1.988
C -0.685 5.358 -1.867
H 3.801 2.962 -7.497
C 0.895 4.852 2.131
H 1.513 1.647 -2.887
H -0.891 1.598 5.864
H 0.480 -4.199 4.129
S 0.388 0.025 0.002
C 9.662 1.513 -0.283
C 0.860 -3.817 -0.589
C 2.243 -5.398 0.037
H -2.733 -2.824 -0.688
H -8.032 -1.855 1.459
N 6.266 1.220 -1.467
H -2.799 -1.649 3.662
C 0.354 -1.018 4.185
H -0.562 6.401 -1.577
C 1.398 0.416 -5.857
H 3.839 0.766 1.379
H 4.852 -4.684 0.617
C -5.324 -2.782 2.345
H 8.533 3.514 -1.819
H -4.159 2.144 -5.490
H 1.695 3.462 -5.061
H -2.694 -0.005 0.341
N 2.858 1.956 2.775
H -4.583 0.361 2.859
H -3.889 3.984 -3.842
H 2.274 -2.213 0.026
H -0.535 5.369 3.610
N 1.227 0.276 -4.544
H -1.423 0.855 2.906
H -8.597 -3.254 2.347
H 0.114 -1.250 -3.563
H 4.669 0.060 -0.751
H 2.708 -0.117 2.374
H -3.232 0.607 -5.233
H -1.479 -2.814 2.154
H -3.609 -2.886 -2.163
C 1.139 -0.964 -3.786
C -4.788 1.644 1.165
H 4.399 -3.038 0.985
H -5.423 1.893 3.316
H -1.427 -5.384 -1.938
C 0.058 -6.278 -0.674
H -2.964 -3.394 1.431
H -2.745 5.678 -2.278
C 1.384 1.512 -3.950
H -0.015 4.753 -1.251
H -0.657 -6.348 0.143
H 1.900 4.425 4.691
H 0.037 -5.810 -2.803
H -5.839 -1.644 -1.943
C 7.917 2.646 -1.659
C -6.705 -2.455 4.024
C -1.795 1.177 3.879
H 1.849 2.391 0.980
N 1.518 1.696 -6.149
C 3.219 2.135 -7.907
N 1.727 3.785 2.655
H 5.294 0.413 -3.718
H 1.359 3.238 -7.585
H 1.182 1.618 -8.205
H -2.232 2.175 3.899
C -3.690 -0.240 -0.036
H -5.469 2.409 0.799
N 8.350 1.539 -0.959
C -0.649 1.181 4.889
H 1.664 -0.881 -2.840
C -5.443 -2.477 4.514
H -2.438 4.916 -0.707
H -2.902 -3.212 4.476
N -4.030 -1.187 -0.895
H -1.236 5.441 2.093
O -0.407 1.093 0.674
```

[2]
Formula: C48H88N5O5
Source: the OMol25 dataset
Level of theory: the ωB97M-V functional and the def2-TZVPD basis

## Properties
E, Eh: -2531.307048
Net charge: +1
Strongest force on any atom, eV/Å: 0.8
M, g/mol: 815.26
Energy above the lowest of the compared OMol25 structures with the same formula, charge and spin, kcal/mol: 0.00

The geometry in XYZ format:
```
146
C48H88N5O5 | the OMol25 dataset | the ωB97M-V functional and the def2-TZVPD basis
H 8.458 -9.194 1.547
H -4.971 3.840 -3.931
H -3.027 -2.407 3.774
H 0.624 -2.095 6.628
C 2.996 -1.685 3.290
H 1.536 6.332 -0.634
C -3.316 3.183 -2.762
C -0.824 0.878 1.411
C 4.753 -3.884 2.365
H -0.764 -2.557 3.939
H -1.420 5.452 -2.462
H -5.821 -0.221 -0.489
H -7.958 8.621 -1.864
C 0.692 0.805 -3.272
H 3.065 6.212 -3.917
C 2.065 -1.614 1.011
N -1.968 3.157 -2.669
H 1.012 5.713 -5.887
H 3.131 6.785 -2.232
N 6.559 -8.474 0.890
O 0.821 2.192 -2.886
C 0.745 6.179 -1.363
H -3.554 -2.666 -1.196
H -3.332 0.500 4.683
C -0.677 -2.005 4.879
H 4.150 -0.323 4.505
H 7.708 -10.854 -0.151
C -1.371 1.400 0.477
C -2.018 2.014 -0.642
H -2.277 0.762 6.546
H 3.677 0.377 2.966
C -6.046 4.207 -1.570
H 6.301 -7.881 3.782
H 1.316 -2.768 5.158
H -8.242 6.456 -2.827
C 0.228 2.489 -1.661
C 7.942 -8.836 0.642
H -5.766 -2.531 -0.243
C 1.018 -0.390 -5.499
H -4.278 -0.544 -1.305
H 5.160 -3.416 3.263
C -2.055 -1.403 6.823
H -1.478 0.288 8.036
H 7.080 -10.781 2.386
H 7.570 -9.568 -1.359
H 0.213 7.119 -1.516
H -2.376 3.665 -6.630
H 8.465 -7.928 0.329
C 1.315 5.692 -2.692
C 0.393 -2.672 5.732
H -4.719 4.629 0.081
O -1.275 3.764 -3.681
H 1.109 -1.364 1.483
H 4.671 -9.164 1.369
H 3.644 -0.518 -0.043
H 2.684 0.491 1.047
C -3.425 3.450 -6.431
H -0.818 0.544 -4.793
H -5.968 2.398 -2.699
C -3.060 -1.674 4.587
O -4.577 2.219 1.354
O -4.095 0.160 0.638
C 4.009 -0.543 3.446
H -7.925 8.388 -0.104
H -4.302 2.117 -5.184
N 2.873 -2.314 1.986
H 0.120 4.264 -5.495
C -1.280 2.560 -1.680
C -3.418 2.073 -0.668
H 5.347 -6.998 1.689
H 6.919 -6.259 3.522
H -3.775 2.778 -7.210
C 6.039 -10.458 2.421
H -6.494 8.940 -0.960
H 0.606 3.453 -1.320
H 5.872 -9.956 3.373
H 1.306 -1.199 -4.828
H -0.326 0.665 2.328
O -3.719 -2.807 -0.261
H 0.036 5.482 -0.910
C 0.257 0.702 -4.734
C 6.406 -7.269 1.682
H -0.033 0.327 -2.610
H 2.003 -0.056 -0.481
C -4.141 1.493 0.520
C 5.672 -9.576 1.222
H -0.333 -0.990 4.612
H -3.087 -1.483 7.173
C -7.357 8.277 -1.025
C 2.486 6.614 -3.091
H 1.820 -2.326 0.217
H 7.950 -7.645 3.187
H -7.496 4.113 -3.137
C 8.094 -9.880 -0.455
C -1.116 5.215 -3.479
C -5.481 5.013 -0.586
H 2.089 7.592 -3.370
H 2.003 -1.332 3.585
C -3.895 3.724 -4.034
H -3.497 4.710 -4.251
H -4.889 -2.058 1.206
H 0.406 -0.817 -6.288
H 1.768 4.494 -4.888
C -1.578 0.047 6.976
C 6.926 -7.277 3.125
H 1.931 0.011 -5.930
H 5.580 -4.373 1.850
H 9.149 -10.010 -0.698
C -6.901 6.859 -1.221
H -4.015 4.365 -6.502
C -7.462 6.044 -2.200
C -5.903 6.322 -0.414
C 0.823 4.988 -5.096
C 4.096 -2.873 1.438
H -6.008 2.151 -0.969
H -1.825 5.697 -4.154
H 3.833 -3.380 0.505
H 1.739 4.691 -2.615
H -2.086 -0.026 3.544
H 0.515 1.756 -0.907
C -5.582 2.777 -1.751
H 4.984 -0.807 3.036
C -4.853 -2.050 0.120
H 4.040 -4.651 2.669
C -4.813 -0.612 -0.351
H 0.074 -3.669 6.036
C -4.080 2.663 -1.732
C -3.060 -0.273 3.965
H 4.835 -2.101 1.173
N -3.549 2.788 -5.119
C 2.644 -0.351 0.355
H 6.913 -6.461 1.144
H 5.420 -11.357 2.416
H -4.013 -1.840 5.096
C 0.282 5.701 -3.833
H -5.447 6.914 0.367
H 3.247 -2.462 4.016
N -1.986 -2.006 5.503
H 5.589 -10.218 0.342
H 0.483 1.670 -5.176
H 1.668 0.339 -3.136
H 0.148 6.749 -4.108
C -7.043 4.733 -2.375
H -1.474 -2.025 7.508
H -0.601 0.204 6.515
H -3.787 -0.227 3.153
```

[3]
Formula: C48H90N2O30
Source: the OMol25 dataset
Level of theory: the ωB97M-V functional and the def2-TZVPD basis

## Properties
E, Eh: -4249.603238
Net charge: 0
Strongest force on any atom, eV/Å: 5.4
M, g/mol: 1175.23
SMILES: CCOC(=O)OC.CCOC(=O)OC.CCOC(=O)OC.CCOC(=O)OC.CCOC(=O)OC.CCOC(=O)OC.CCOC(=O)OC.CCOC(=O)OC.CCOC(=O)OC.CCOC(=O)OC.c1cc[nH]c1.c1cc[nH]c1

The geometry in XYZ format:
```
170
C48H90N2O30 | the OMol25 dataset | the ωB97M-V functional and the def2-TZVPD basis
H -3.886 -3.165 -5.934
H -2.078 0.027 -2.121
O -1.513 -1.160 6.674
C 2.769 -3.150 3.432
H -2.569 0.023 9.688
H -9.038 -4.176 -6.784
O -2.137 2.313 -3.007
H 2.992 -3.677 -5.589
H -2.541 0.946 2.532
H 8.257 3.602 4.971
H 2.870 -1.509 -4.357
H 1.318 2.048 4.870
H -3.109 0.686 0.082
C 2.128 -1.748 -5.104
O 4.858 3.724 5.626
H -0.567 -1.548 -6.785
C 6.032 4.148 4.871
C -0.424 -4.256 -3.587
O -2.464 4.609 4.087
H -1.106 -1.206 -3.038
H -9.865 -2.997 -5.797
H -1.087 4.221 -3.361
H 2.557 2.650 -0.757
O 5.029 -2.394 4.850
H -4.071 2.869 -6.451
O 3.050 2.676 6.043
C -2.067 3.340 3.651
H 0.517 -4.413 -4.114
H -4.720 -0.850 -1.837
C -1.849 -4.519 0.881
H -0.721 -3.214 -3.705
H 2.437 3.101 -3.230
C 4.443 5.427 -2.525
H -6.620 -0.078 0.079
O 3.417 -2.915 -0.682
H 1.130 -2.608 2.081
H 7.196 2.201 4.853
H -0.302 2.912 -2.430
C -3.735 -2.532 -5.060
O 5.550 4.956 -2.707
C -3.516 5.420 3.474
H -2.629 -2.396 0.525
O 3.989 -2.801 2.860
C 1.615 -3.494 2.489
H 3.033 -3.998 4.063
O 3.980 2.357 4.018
H -4.191 1.715 0.938
C -7.100 -2.786 -5.415
H 2.323 0.108 0.103
O 0.497 -0.753 0.556
C 1.058 -3.032 -6.487
C 1.745 -0.209 0.971
C -1.725 -1.003 -2.164
C -2.022 -3.031 1.171
H 0.630 -3.848 -7.050
H -9.801 -4.668 -5.246
H 6.601 -0.375 -1.103
C -1.252 3.377 -2.692
C -4.112 4.861 -6.250
H -2.767 2.452 -0.026
H -4.143 5.888 4.233
C -6.481 -2.215 0.660
C -2.078 -1.251 7.993
C -9.236 -3.886 -5.752
H -5.042 -1.141 -4.016
O 0.189 -0.900 5.250
C -5.782 -3.276 0.057
H 7.952 -1.681 2.671
C -1.387 -4.503 -1.429
O 3.330 4.757 -2.403
H 1.395 1.517 6.583
H -5.275 3.434 -5.321
C 4.194 -1.851 -1.001
O -8.009 -3.680 -4.982
H 1.481 -2.672 -1.027
H 1.954 -4.372 -1.325
N -5.013 -2.757 -0.940
O -0.952 -4.666 -0.196
C -6.208 -1.058 -0.113
O -3.945 1.388 -3.988
H 5.591 7.858 -3.488
H -5.210 -1.133 -5.751
H 3.475 1.466 -1.516
H 5.976 7.538 -1.746
H -4.193 5.686 -5.542
N 0.303 -1.841 -6.365
C 4.959 -2.330 3.614
H 7.321 3.177 6.312
C -5.057 -1.788 -4.893
H 2.782 1.268 2.097
H 7.058 -1.010 0.460
C -4.227 3.534 -5.602
C 3.983 2.920 5.076
C 5.633 0.515 0.719
C -3.158 1.647 0.596
C 2.258 -3.329 -1.416
C 7.267 3.223 5.224
C 2.180 -2.980 -5.738
H -1.469 -4.982 1.792
H -3.111 -1.593 7.927
H -0.346 -0.778 3.228
H 4.120 3.137 -3.410
H -1.601 -0.172 4.423
C -0.817 -0.897 4.204
H -1.277 1.717 1.566
H 5.698 0.323 1.790
O -1.270 2.565 4.221
H -1.482 3.895 -1.761
O 0.382 0.681 -1.301
O -1.053 -1.158 -0.924
C 3.343 3.333 -2.671
H 1.229 1.801 1.340
C 5.197 7.753 -2.477
H -2.520 -2.953 2.137
H -2.960 -1.866 -5.439
H 7.243 -0.446 3.574
C 1.748 1.004 1.873
H 2.440 -2.414 4.166
C -3.193 2.333 -3.857
H 0.709 -0.103 -5.103
H 6.274 1.390 0.612
H 1.277 0.667 2.796
C 1.013 -1.075 -5.463
H 7.311 -2.110 4.235
H -2.500 0.917 8.238
H -1.121 -2.435 1.310
O -7.263 -2.121 -6.381
H 4.341 2.753 -0.735
C 3.466 2.544 -1.350
C -0.162 -1.115 6.524
H -3.201 4.998 -6.833
H 6.198 5.191 5.139
H 1.975 -4.112 1.666
O 5.293 -1.864 -0.177
H 2.344 -3.093 -2.477
H 2.438 -0.927 1.411
H -3.441 -3.118 -4.189
H -4.413 -3.354 -1.491
C -2.329 1.767 1.846
C 6.204 -0.696 -0.140
H -4.897 5.024 -6.988
O 0.674 -1.275 7.427
C -2.031 0.071 8.741
C 1.974 1.789 5.701
O 3.934 -1.070 -1.963
H -4.082 4.874 2.719
H 0.938 -4.125 3.064
H -7.065 -2.215 1.568
H -1.034 0.370 9.062
H 2.372 0.802 5.465
C -5.248 -1.395 -1.068
H -2.753 -5.091 0.670
H -2.573 -1.682 -2.251
C -0.021 -0.296 -0.664
H -5.758 -4.347 0.191
H 5.735 4.028 3.829
O -6.087 -2.674 -4.671
H -1.517 -2.029 8.511
H 4.816 8.741 -2.219
O -0.371 -4.705 -2.231
H -1.195 -4.728 -4.195
H -2.926 6.123 2.888
O 5.826 -1.850 2.844
H -1.326 -1.859 4.161
O 4.198 6.717 -2.382
H 4.592 0.784 0.538
O -2.588 3.081 2.395
O -3.222 3.459 -4.648
C 7.117 -1.505 3.350
O -2.515 -4.157 -1.721
```